# 1
This record from the Open Molecules 2025 dataset describes a structure of composition C43H40N7P2PdS2Si2. The level of theory is ωB97M-V/def2-TZVPD.

Output
ΔE to the lowest compared entry with this formula, charge and spin: 0.000 eV
Frontier orbital gap (spin up / spin down): 7.177 / 5.401 eV
HOMO energy (spin up / spin down): -5.2069 / -5.6502 eV

ORCA input file:
```
! RIJCOSX wB97M-V def2-TZVPD def2/J DEFGRID3
* xyz -1 5
Pd 0.3957 0.5524 0.6307
S 2.7474 0.3150 1.4042
S 1.0458 2.9748 0.7287
P 0.2667 -0.5222 -2.0374
P 0.3439 -2.3069 0.7212
Si -0.1709 2.3521 -2.7394
Si -0.4126 -1.3647 3.5812
N 0.2111 -1.3703 1.9754
N 6.0041 6.3440 -0.4562
N -5.7676 0.1635 2.4016
N -4.7807 1.0870 -1.8442
N -0.1314 0.9638 -1.7165
N -1.6414 1.3693 1.1831
N 8.1377 2.9904 0.4091
C 2.4765 -5.5971 1.9222
C 1.6119 -3.5928 0.8948
C -5.0121 0.5022 1.5995
C -3.2773 -2.8077 -3.8135
C -2.7685 1.1949 0.9609
C -4.4661 1.0150 -0.7360
C 1.5095 -1.1539 -4.5183
C 1.4453 -4.6906 1.7354
C 3.4408 4.1221 0.2764
C -1.3762 3.5784 -2.0188
C -2.2517 -1.0668 3.6921
C 5.5555 2.9850 0.5208
C 4.8072 4.1543 0.2149
C 2.8358 -3.4082 0.2596
C -1.1189 -1.4559 -2.7164
C -0.9887 -2.7929 -3.0906
C 2.8959 -0.2739 -2.7664
C -3.6740 -4.2805 -0.2633
C 1.5122 3.1431 -2.9593
C -1.1987 -3.1415 0.2880
C 2.6122 -1.2043 -5.3604
C -2.3592 -2.3716 0.3490
C -4.0875 0.9166 0.6180
C -1.2869 -4.4831 -0.0738
C 4.9041 1.8342 0.8773
C 0.8467 -1.2487 -0.5689
C 1.6434 -0.6944 -3.2153
C -3.4192 -1.4884 -3.4200
C -0.0764 -3.0142 4.4182
C 3.4899 1.7705 0.9433
C -3.5898 -2.9346 0.0651
C 3.9933 -0.3226 -3.6053
C 3.6918 -5.4087 1.2774
C 2.7375 2.9457 0.6415
C -0.7550 1.9154 -4.4750
C -2.5248 -5.0534 -0.3324
C 3.8708 -4.3110 0.4497
C 5.4771 5.3693 -0.1566
C -2.3388 -0.8133 -2.8711
C -2.0625 -3.4642 -3.6435
C 0.4779 -0.0072 4.5011
C 3.8535 -0.7917 -4.9059
C 6.9905 2.9883 0.4544
H -0.0587 1.2398 -4.9720
H -4.3666 -0.9766 -3.5106
H -1.9607 -4.5021 -3.9284
H -0.6744 -3.8057 3.9652
H -4.1189 -3.3366 -4.2373
H 2.8729 5.0097 0.0389
H 0.9725 -3.2992 4.3578
H -1.7423 1.4595 -4.4917
H -2.3169 3.0809 -1.7798
H 1.5093 -0.2926 4.7124
H -0.0458 -3.3061 -2.9446
H 0.5096 -4.8395 2.2585
H -0.9907 4.0234 -1.1019
H -2.4503 0.2115 -2.5423
H 0.5050 0.8938 3.8830
H -0.8014 2.8272 -5.0693
H -0.3555 -2.9632 5.4690
H 4.8189 -4.1517 -0.0475
H 2.0102 3.3266 -2.0086
H 5.4749 0.9465 1.1048
H -0.0088 0.2416 5.4412
H -1.5893 4.3793 -2.7252
H 3.0058 0.1036 -1.7539
H -0.3942 -5.0867 -0.1600
H 2.3326 -6.4472 2.5761
H 4.4984 -6.1157 1.4242
H -4.4782 -2.3188 0.1095
H -2.3004 -1.3227 0.6327
H 2.4961 -1.5622 -6.3730
H 4.9576 0.0119 -3.2463
H 0.5403 -1.4617 -4.8869
H -2.8160 -1.6894 2.9960
H 1.4075 4.0982 -3.4738
H 4.7098 -0.8283 -5.5635
H -2.5876 -6.1012 -0.5942
H 2.1618 2.5088 -3.5669
H -4.6378 -4.7243 -0.4739
H -2.5131 -0.0287 3.4963
H -2.5988 -1.3083 4.6969
H 2.9813 -2.5498 -0.3870
*
```

# 2
This record from the Open Molecules 2025 dataset describes a structure of composition C43H41BrGeKN3O4 in a non-equilibrium geometry. The level of theory is ωB97M-V/def2-TZVPD.

Output
Frontier orbital gap (spin up / spin down): 2.857 / 2.866 eV
HOMO energy (spin up / spin down): 0.9566 / 0.9470 eV

ORCA input file:
```
! RIJCOSX wB97M-V def2-TZVPD def2/J DEFGRID3
* xyz -2 1
Br -2.4178 1.8693 1.0654
Ge -1.5506 -3.0948 -2.1970
K -0.0999 0.4428 1.0111
O 4.2615 3.7993 2.1055
O 0.6317 -1.8088 1.0111
O 0.2348 -3.9929 1.0569
O 2.2237 0.2304 1.0654
N 0.6002 2.6091 0.9775
N -0.0999 0.4428 3.4817
N 1.8547 2.3994 0.5368
C -1.7768 8.0662 -1.0131
C -2.2815 6.7851 -0.7713
C -0.5611 6.4255 0.8845
C -1.2633 0.4703 4.1659
C -1.7909 -1.9562 -3.7588
C -1.2522 -0.6588 -3.7351
C 6.8689 2.0636 0.2688
C 6.1894 3.0037 1.0388
C 4.8617 0.7191 0.1710
C -0.2068 -2.8627 0.9287
C -1.5877 3.4635 0.5318
C -0.1645 0.4443 6.2914
C -2.4503 -2.3935 -4.9193
C -4.2284 -7.0019 -1.6747
C -0.6657 8.5234 -0.3078
C 4.8491 2.7951 1.3754
C -2.6642 -4.6887 -2.0221
C 6.2045 0.9228 -0.1682
C 4.1473 1.6413 0.9635
C 0.6979 -4.9417 -2.3621
C -1.6778 -2.6454 0.7181
C -3.1131 -6.7852 -0.8650
C -1.3470 0.4723 5.5504
C -2.2494 4.6294 0.4485
C 3.0339 -4.3056 -2.3511
C 1.0509 0.4156 5.6044
C -0.0583 7.7043 0.6402
C -0.1851 0.4448 7.7896
C -0.1461 3.3338 0.2203
C -2.0597 -0.2500 -5.9789
C 1.0312 0.4160 4.2178
C 2.6563 1.4482 1.3287
C 1.3147 -2.6058 -2.2023
C -1.6674 5.9476 0.1684
C -3.7974 -4.9114 -2.8216
C -2.5861 -1.5422 -6.0212
C -4.5724 -6.0634 -2.6492
C 0.3207 -3.5937 -2.2560
C -1.9747 -1.9812 -0.6302
C 2.0497 -5.2948 -2.4092
C -1.3895 0.1902 -4.8368
C 2.6664 -2.9616 -2.2480
C -2.3397 -5.6339 -1.0342
H 0.3401 1.3251 8.1740
H -2.1596 0.4915 3.5526
H -2.8472 -7.5084 -0.1048
H 2.3336 -6.3360 -2.4931
H 6.7167 0.1832 -0.7752
H 6.6929 3.9026 1.3768
H -2.2563 8.7068 -1.7479
H -2.8402 -3.3903 -5.0021
H -3.0598 -1.7528 -0.6840
H -1.4218 -1.0248 -0.7049
H 2.5909 1.7708 2.3781
H -0.0840 5.8089 1.6441
H -0.0447 -5.7232 -2.4183
H -3.1506 6.4438 -1.3270
H 0.2979 -0.4593 8.1740
H -3.3149 4.6445 0.6615
H -4.1126 -4.2000 -3.5603
H 0.2184 3.8562 -0.6812
H 4.3541 -0.1746 -0.1869
H -1.4785 -5.4875 -0.3978
H -2.2348 -3.6011 0.7848
H 1.9545 0.3942 3.6461
H -1.2090 0.4690 8.1769
H -4.8295 -7.8921 -1.5421
H -1.9372 -0.8926 1.0111
H -0.9748 1.1895 -4.8045
H 4.0801 -4.5805 -2.3879
H 2.3848 3.2444 0.3493
H 1.9975 0.3932 6.1339
H 3.4293 -2.1953 -2.2032
H 3.3491 3.5086 2.2905
H -2.3182 0.4953 6.0329
H 7.9097 2.2237 0.0064
H -3.0941 -1.8880 -6.9122
H 0.8066 8.0578 1.1970
H -2.0439 -1.9898 1.5364
H -2.1640 0.4068 -6.8328
H -5.4455 -6.2252 -3.2682
H 1.0491 -1.5626 -2.1181
H -0.2732 9.5205 -0.4947
H -0.7308 -0.2942 -2.8622
*
```

# 3
This record from the Open Molecules 2025 dataset describes a structure of composition C43H42AsNO2P2S3Zr in a non-equilibrium geometry. The level of theory is ωB97M-V/def2-TZVPD.

Output
Frontier orbital gap (spin up / spin down): 5.741 / 7.150 eV
HOMO energy (spin up / spin down): -8.7927 / -10.3387 eV

ORCA input file:
```
! RIJCOSX wB97M-V def2-TZVPD def2/J DEFGRID3
* xyz 1 2
Zr -0.3726 2.0083 -0.2892
As 3.1613 -3.9765 0.0838
S 2.2679 1.9394 -0.5106
S 0.1467 2.8732 2.0813
S -4.0840 4.5891 0.0115
P 2.0477 2.5937 1.3746
P -0.0487 -0.6351 -0.5384
O 2.7873 1.4873 2.2254
O 2.8885 3.8886 1.7020
N -2.5108 2.5565 -0.3484
C -2.7219 -1.2431 2.5958
C 3.6245 -5.8220 -3.6459
C -6.5175 1.3802 -0.2983
C -1.5257 0.1978 -2.7024
C 0.7463 6.1883 -1.5858
C -0.4660 -6.2503 -0.0126
C -0.3805 6.8398 -1.0847
C 3.2486 -3.2129 -2.7840
C -1.3131 -0.8723 -1.8279
C 3.2595 -4.2434 -1.8500
C -6.1533 2.6956 -0.0793
C 2.7523 5.9972 2.8397
C -3.8123 2.0503 -0.3286
C -3.1506 -1.0897 -3.9053
C -2.0176 -2.0600 -2.0179
C -4.2000 0.7310 -0.5445
C -1.9174 -0.9190 3.6790
C 0.8231 4.8061 -1.5801
C 1.1650 -5.0152 1.8490
C -5.5443 0.4101 -0.5321
C 2.2055 -2.2152 0.1383
C -1.4396 6.1042 -0.6072
C -2.9361 -2.1648 -3.0514
C 0.7195 -5.6517 -0.4188
C -0.0255 -5.5995 2.2544
C -1.3755 4.7005 -0.6171
C 3.0987 1.6401 3.6321
C -0.2255 4.0128 -1.0981
C 1.5443 -5.0205 0.5073
C 3.4755 -5.5481 -2.2959
C -2.2176 -1.1925 1.3060
C -0.5986 -0.5429 3.4731
C 4.5760 1.9091 3.8078
C -0.8459 -6.2178 1.3214
C 3.5795 -4.7887 -4.5716
C -0.9099 -0.7653 1.0816
C -2.5199 3.8960 -0.2676
C 3.4019 -3.4844 -4.1370
C 0.8651 -2.2355 -0.5883
C -0.1053 -0.4489 2.1820
C 2.4465 5.2569 1.5575
C -2.4449 0.0917 -3.7334
C -4.8038 3.0124 -0.1058
H 2.1353 5.6278 3.6591
H -2.3138 -0.9726 4.6846
H 2.9904 5.6808 0.7147
H -0.4342 7.9204 -1.0903
H 1.3795 5.2734 1.3306
H 1.8113 -4.5441 2.5831
H -1.7722 -6.6818 1.6349
H -2.6068 0.9235 -4.4066
H 3.3900 -2.6727 -4.8535
H -5.8483 -0.6127 -0.7137
H 0.9944 -2.4737 -1.6458
H 2.8663 -1.4480 -0.2691
H -6.8918 3.4680 0.0899
H 1.7197 4.3347 -1.9606
H -3.7482 -1.5497 2.7519
H 3.6976 -4.9991 -5.6264
H 0.0432 -0.3172 4.3149
H -1.8516 -2.9010 -1.3542
H 2.4912 2.4424 4.0557
H 2.8144 0.6975 4.0987
H 3.8015 5.8705 3.1057
H -1.0953 -6.7442 -0.7429
H 0.9915 -5.6676 -1.4664
H 3.7836 -6.8410 -3.9743
H 4.8493 2.8619 3.3566
H -0.3085 -5.5825 3.2993
H -3.4574 -0.0240 -0.7444
H -3.8650 -1.1770 -4.7130
H 2.5539 7.0605 2.7055
H 3.1376 -2.1819 -2.4645
H -3.4792 -3.0899 -3.1948
H -2.3288 6.5972 -0.2309
H 3.5301 -6.3543 -1.5720
H 0.9244 -0.1534 2.0200
H 2.0638 -1.9876 1.1963
H 4.8140 1.9343 4.8713
H 5.1630 1.1212 3.3369
H -0.9604 1.1297 -2.5921
H -7.5650 1.1113 -0.3076
H 0.2067 -2.9798 -0.1454
H 1.5715 6.7741 -1.9725
H -2.8441 -1.5143 0.4855
*
```